Here is a molecular structure, C56H63CsN3O2PSi from OMol25. Energies are from wB97M-V/def2-TZVPD.

The orbital gap (spin up / spin down) comes out at 0.172 / 0.128 Eh. Its total charge is -2. The spin multiplicity is 1. The energy comes out at -85372.7011 eV. The LUMO energy (spin up / spin down) is 0.1288 / 0.1290 Ha. The value obtained for the relative energy (zero: lowest compared OMol25 entry of this formula, charge and spin) is 12.9 kcal per mole.

Structure (XYZ):
```
127
Properties=species:S:1:pos:R:3:forces:R:3
Cs -0.728 -0.099 -0.899 -0.3 0.1 0.2
P 2.849 -1.161 -1.706 -0.1 0.1 0.0
Si -2.929 1.948 2.357 -0.1 0.0 0.0
O 3.128 -0.694 1.333 0.1 0.0 -0.2
O 1.716 -0.474 -2.447 0.0 -0.1 0.3
N -6.740 -4.504 0.664 0.0 -0.1 0.0
N -0.097 1.989 2.882 0.0 0.0 0.0
N -3.096 -2.210 -1.420 0.1 0.2 -0.1
C 4.279 -0.123 -0.717 0.2 0.1 0.1
C -5.723 -4.234 0.168 -0.1 0.1 0.0
C 2.904 -0.196 0.009 0.1 0.0 0.0
C -4.041 -2.258 4.206 0.0 0.0 0.0
C 3.574 -5.082 -0.697 0.0 0.0 0.0
C 5.159 -1.443 -3.511 0.0 0.0 0.1
C -2.365 -4.524 -1.382 0.1 -0.1 0.0
C -4.025 4.202 3.957 0.0 0.0 0.0
C -6.374 4.641 4.241 0.0 0.0 0.0
C 1.077 2.768 3.235 0.0 0.0 0.0
C 2.622 -2.893 -1.114 0.0 0.0 0.0
C 1.635 3.300 -3.251 0.0 0.0 0.0
C 0.934 1.639 5.487 0.0 0.0 0.0
C 5.748 -1.845 -4.707 0.0 0.0 0.0
C 0.834 2.763 -4.438 0.0 0.0 0.0
C -1.355 2.670 3.173 0.0 0.1 0.0
C -4.155 -1.109 4.975 0.0 0.0 0.0
C -4.503 -3.916 -0.447 0.0 0.0 0.0
C -3.587 -2.164 2.897 0.0 0.0 0.0
C -5.052 4.986 4.476 0.0 0.0 0.0
C -0.512 2.213 -3.993 0.0 0.0 0.0
C -2.148 0.430 -3.837 -0.2 0.0 -0.1
C -4.441 0.775 -2.829 0.0 0.0 0.0
C -2.674 2.570 -2.945 0.0 0.0 0.0
C -0.033 0.624 3.419 0.0 0.0 0.0
C -6.657 3.511 3.482 0.0 0.0 0.0
C -4.191 -2.584 -0.813 -0.1 -0.1 0.1
C 1.269 2.949 4.750 0.0 0.0 0.0
C -0.897 0.899 -4.229 0.0 -0.1 0.0
C 5.363 -0.922 -0.171 0.0 0.0 0.0
C 1.686 1.752 -5.198 0.0 0.0 0.0
C -3.505 -4.926 -0.729 0.0 0.0 0.0
C 2.329 -1.742 1.819 -0.1 0.1 0.0
C -3.833 0.128 4.430 -0.1 0.0 0.0
C 3.815 -1.680 -3.262 -0.1 0.0 -0.1
C 3.652 -2.747 -5.436 0.0 0.0 0.0
C 6.675 -0.617 -0.409 0.0 0.0 0.0
C -3.373 0.253 3.118 0.0 0.0 0.0
C 2.346 -5.546 -0.245 0.0 0.0 0.0
C 6.029 1.354 -1.636 -0.1 0.0 0.0
C 2.245 1.172 0.128 0.1 0.0 -0.1
C -3.069 1.258 -3.204 0.1 0.0 -0.1
C 5.001 -2.499 -5.671 0.0 0.0 0.0
C 1.255 -4.688 -0.227 0.1 -0.1 0.0
C -1.427 3.035 -3.331 0.0 0.0 0.0
C 1.011 0.455 4.527 0.0 0.0 0.0
C -5.623 2.745 2.968 0.0 0.0 0.0
C -2.169 -3.190 -1.736 0.0 -0.1 0.0
C -3.247 -0.923 2.373 0.1 0.0 0.0
C 3.071 -2.338 -4.248 0.0 0.0 0.0
C -4.278 3.062 3.191 0.1 0.0 0.0
C -2.823 1.802 0.610 0.0 -0.1 -0.1
C 7.046 0.511 -1.165 0.1 0.0 0.0
C 4.704 1.084 -1.409 0.0 0.0 0.0
C 1.402 -3.372 -0.638 0.0 0.1 0.0
C 3.700 -3.776 -1.149 0.0 0.0 0.0
H 5.461 -2.812 -6.601 0.0 0.0 0.0
H 1.293 -1.674 1.470 0.0 0.0 0.0
H -7.178 5.246 4.645 0.0 0.0 0.0
H -3.514 -3.049 2.276 0.0 0.0 0.0
H 1.076 4.030 -2.665 0.0 0.0 0.0
H -1.264 3.690 2.778 -0.1 0.0 0.0
H 0.538 -2.731 -0.525 0.0 0.1 -0.3
H -2.402 -0.611 -4.004 0.0 0.0 0.0
H 6.292 2.250 -2.189 0.0 0.0 0.0
H 8.088 0.748 -1.337 0.0 0.0 0.0
H 4.652 -3.438 -1.539 0.0 0.0 0.0
H 5.115 -1.761 0.465 0.0 0.0 0.0
H 2.560 3.770 -3.593 0.0 0.0 0.0
H 2.016 -2.519 -4.076 0.0 0.0 0.0
H -7.687 3.230 3.292 0.0 0.0 0.0
H 2.329 -1.661 2.908 0.0 0.0 0.0
H -4.314 -3.223 4.617 0.0 0.0 0.0
H 3.000 1.904 0.439 -0.1 0.0 0.1
H 7.444 -1.253 0.016 0.0 0.0 0.0
H -0.085 1.690 5.885 0.0 0.0 0.0
H 1.827 1.514 -0.819 0.1 -0.1 0.0
H -3.002 4.495 4.163 0.0 0.0 0.0
H 4.433 -5.742 -0.715 0.0 0.0 0.0
H 0.633 3.759 5.116 0.0 0.0 0.0
H -4.756 1.208 -1.878 0.0 0.0 0.0
H -4.902 -1.797 -0.567 0.0 0.0 0.0
H -4.511 -1.173 5.998 0.0 0.0 0.0
H 0.619 3.606 -5.109 0.0 0.0 0.0
H -3.348 3.228 -2.409 0.0 0.0 0.0
H 1.918 0.890 -4.567 0.0 0.0 0.0
H 3.055 -3.255 -6.185 0.0 0.0 0.0
H -3.542 1.155 0.103 0.0 0.0 0.0
H 2.304 3.250 4.944 0.0 0.0 0.0
H -1.528 2.784 4.262 0.0 0.0 0.0
H 0.160 -0.093 2.614 0.0 0.0 0.0
H -0.207 0.213 -4.701 0.0 0.0 0.0
H 2.239 -6.571 0.090 0.0 0.0 0.0
H -4.818 5.866 5.066 0.0 0.0 0.0
H 1.189 1.396 -6.103 0.0 0.0 0.0
H 2.722 -2.723 1.536 0.0 0.0 0.0
H 1.957 2.271 2.817 0.0 0.0 0.0
H 0.824 -0.486 5.050 0.0 0.0 0.0
H -3.959 1.020 5.037 0.0 0.0 0.0
H -5.165 1.072 -3.593 0.0 0.0 0.0
H 1.447 1.182 0.874 0.0 -0.1 0.0
H 6.799 -1.642 -4.881 0.0 0.0 0.0
H 2.017 0.384 4.101 0.0 0.0 0.0
H -2.436 2.601 -0.021 0.0 0.1 0.0
H -1.159 4.063 -3.109 0.0 0.0 0.0
H 2.630 2.214 -5.495 0.0 0.0 0.0
H -5.861 1.869 2.372 0.0 0.0 0.0
H 1.008 3.739 2.737 0.0 0.0 0.0
H 1.903 2.471 -2.595 0.0 0.0 0.0
H -1.598 -5.248 -1.638 0.0 0.0 0.0
H -1.012 0.366 3.829 0.1 0.0 0.0
H 5.767 -0.936 -2.775 0.0 0.0 0.0
H 1.598 1.492 6.342 0.0 0.0 0.0
H -4.458 -0.311 -2.732 0.0 0.0 0.0
H 0.287 -5.029 0.120 0.0 0.0 0.0
H -3.673 -5.954 -0.440 0.0 0.0 0.0
H -2.875 -0.871 1.354 -0.1 0.1 0.0
H 3.955 1.765 -1.792 0.0 0.0 0.0
H -1.290 -2.877 -2.288 0.0 0.0 0.0
```
Positions in Å, forces in eV/Å.

***

Here is 14 unconnected molecules or ions with the total composition C56H70N14 at a distorted geometry from OMol25. Energies are from wB97M-V/def2-TZVPD.

The orbital gap comes out at 0.307 Eh. The spin multiplicity is 1. The energy comes out at -80064.9835 eV. The LUMO energy is 0.0223 Ha. The value obtained for the relative energy (zero: lowest compared OMol25 entry of this formula, charge and spin) is 25.3 kcal per mole.

Structure (XYZ):
```
140
Properties=species:S:1:pos:R:3:forces:R:3
N -19.201 -9.241 21.035 0.1 0.3 -0.1
N -14.175 -4.194 18.293 0.3 -0.5 -0.2
N -7.569 -11.029 17.949 -1.2 -0.1 0.0
N -12.183 -12.451 14.494 -0.6 0.4 1.5
N -12.345 -5.782 14.753 -1.0 -0.7 -0.3
N -9.521 -7.605 15.290 0.1 0.8 -0.9
N -13.601 -9.181 15.242 0.9 0.1 0.8
N -13.984 -8.264 24.080 -0.8 0.2 1.5
N -10.638 -13.987 21.850 -0.5 -0.2 -0.2
N -13.858 -13.115 23.469 0.1 0.2 0.2
N -13.081 -10.097 18.400 -0.1 1.2 0.3
N -12.372 -3.264 21.350 0.1 0.0 -0.8
N -15.995 -11.118 19.515 0.1 -0.4 1.7
N -7.615 -7.464 19.000 -0.1 -0.4 1.0
C -10.404 -13.907 23.181 0.5 0.5 -0.3
C -14.755 -8.649 15.738 0.6 -0.2 -0.9
C -11.032 -9.700 19.274 -0.8 -0.4 -1.1
C -7.166 -6.762 17.942 -1.3 0.9 0.1
C -17.223 -9.040 22.030 -0.5 -0.6 -0.6
C -10.967 -12.800 21.301 -0.4 2.1 1.3
C -10.879 -11.844 22.367 0.2 -0.9 -1.7
C -11.110 -2.811 21.102 -0.1 1.1 -0.3
C -18.469 -8.391 20.215 1.4 -1.4 1.2
C -14.538 -2.935 18.608 -0.4 1.2 -0.5
C -11.086 -4.222 15.645 -0.1 0.9 0.4
C -12.301 -4.331 22.186 0.6 -0.3 0.7
C -10.355 -13.522 15.223 -1.0 1.2 -0.4
C -15.627 -12.496 17.818 1.1 -1.5 1.3
C -15.496 -12.353 19.196 -0.4 0.5 -1.0
C -14.778 -5.058 19.122 -0.4 1.0 1.5
C -12.069 -6.200 16.009 0.1 0.0 0.8
C -16.157 -11.314 17.301 -0.8 -0.1 -0.7
C -9.575 -8.155 14.049 -0.1 0.6 -1.8
C -12.504 -12.921 15.777 2.4 -0.5 -1.8
C -11.331 -5.205 16.634 -0.1 -0.7 -0.9
C -10.222 -3.491 21.890 -0.6 -0.5 -0.5
C -15.930 -13.753 24.029 1.8 1.5 -2.3
C -13.042 -8.716 18.685 2.7 -1.7 0.7
C -8.814 -5.560 19.042 0.3 -2.0 1.5
C -7.546 -12.133 19.880 -0.1 0.5 -0.5
C -14.550 -8.179 13.552 1.1 0.0 -1.7
C -14.022 -7.182 23.263 1.3 -1.3 -1.6
C -11.379 -13.621 16.184 -1.1 0.9 -0.2
C -13.217 -9.023 22.141 0.1 1.0 1.1
C -13.405 -8.843 13.924 -0.4 -0.9 1.7
C -11.868 -10.663 18.707 -0.3 0.5 0.7
C -15.450 -2.998 19.649 0.9 0.3 -0.4
C -9.736 -9.792 15.539 -0.3 1.3 1.3
C -10.468 -12.570 23.516 -0.8 -0.5 0.2
C -8.565 -6.788 19.702 -0.5 1.3 -0.7
C -13.515 -9.367 23.466 0.1 -0.7 -1.7
C -9.734 -9.512 14.153 0.6 -0.3 -0.1
C -6.480 -10.631 18.615 2.1 1.3 -1.3
C -14.670 -12.397 22.652 0.9 0.5 -0.6
C -11.808 -4.572 14.543 0.0 0.8 -1.0
C -7.957 -5.624 17.941 1.4 1.1 -1.3
C -15.390 -8.050 14.665 -1.6 0.6 1.2
C -9.632 -8.564 16.217 -0.2 -1.6 -0.9
C -6.374 -11.305 19.794 -1.0 -0.4 0.0
C -15.932 -12.777 22.916 -2.6 -0.8 0.6
C -16.442 -10.523 18.381 -0.2 2.5 0.1
C -15.529 -4.330 20.054 0.2 -1.9 -1.2
C -14.597 -13.904 24.273 0.2 -0.7 0.7
C -18.484 -9.637 22.135 1.2 0.7 -0.7
C -10.878 -12.731 14.211 -0.1 -0.9 0.3
C -17.167 -8.325 20.791 -2.3 -0.1 -0.2
C -10.953 -4.505 22.522 -1.2 0.0 0.7
C -13.447 -7.602 22.053 -0.8 0.0 0.5
C -8.273 -11.899 18.718 0.7 -0.5 0.8
C -11.717 -8.464 19.202 -2.5 0.7 -0.6
H -16.390 -9.218 22.693 0.0 0.1 0.1
H -12.280 -7.213 16.307 -0.3 0.1 0.2
H -14.651 -7.886 12.512 -0.6 0.3 0.3
H -10.995 -2.019 20.382 0.2 0.1 0.1
H -14.248 -2.075 18.007 0.0 -0.4 0.2
H -9.698 -10.209 13.314 -0.2 0.3 0.4
H -9.181 -3.376 22.031 0.8 0.4 -0.3
H -9.917 -10.683 16.093 -0.1 -0.8 -0.1
H -14.242 -11.678 21.952 -0.3 -0.3 0.2
H -10.501 -3.317 15.710 -0.2 0.0 0.3
H -10.513 -5.166 23.255 -0.4 -0.2 -0.1
H -5.811 -9.962 18.030 -0.3 -0.5 1.1
H -7.756 -4.858 17.221 -0.3 0.5 -0.3
H -16.066 -10.757 20.501 -0.1 -0.3 -1.7
H -16.666 -14.394 24.408 -1.1 -0.3 0.4
H -9.453 -4.770 19.453 0.3 -0.4 -0.5
H -9.175 -12.309 18.338 -0.6 -0.3 0.0
H -9.687 -8.323 17.244 0.0 0.1 0.8
H -12.459 -9.174 13.532 -0.1 0.3 -0.7
H -9.016 -7.206 20.581 0.0 -0.1 0.2
H -5.581 -11.220 20.496 0.4 0.0 0.4
H -12.899 -9.614 15.845 -0.2 0.2 -0.3
H -16.812 -9.477 18.446 0.2 -1.2 -0.2
H -13.001 -6.241 14.133 0.2 -0.1 0.1
H -15.095 -13.000 19.937 0.1 -0.4 0.4
H -15.326 -13.426 17.339 -0.2 0.4 -0.2
H -16.382 -11.127 16.251 0.1 0.1 0.5
H -11.396 -12.705 20.289 0.7 -0.1 0.8
H -13.207 -4.792 22.553 0.3 -0.1 -0.1
H -16.397 -7.575 14.733 1.2 -0.4 -0.3
H -10.602 -14.821 21.332 -0.1 -1.0 -0.5
H -13.190 -2.906 20.848 0.3 -0.5 0.4
H -13.566 -10.357 23.912 0.2 0.5 0.1
H -16.108 -4.840 20.796 -0.3 0.3 0.4
H -16.819 -12.469 22.340 0.5 0.0 0.5
H -10.413 -12.276 24.545 0.3 0.6 0.1
H -7.257 -8.337 19.299 0.3 -0.9 0.2
H -12.131 -3.982 13.696 0.5 -0.1 -0.1
H -12.808 -9.667 21.367 -0.1 0.2 0.2
H -7.926 -10.566 17.130 -0.1 0.0 -0.2
H -20.116 -9.600 20.809 0.1 0.2 0.1
H -9.353 -13.828 15.391 0.6 -0.3 -0.3
H -15.996 -2.159 19.987 -0.3 0.6 0.5
H -10.455 -12.397 13.296 0.3 0.1 -0.5
H -18.888 -8.135 19.246 0.3 0.2 0.3
H -14.506 -6.067 19.046 0.0 -1.3 0.2
H -10.026 -9.886 19.604 0.1 0.1 0.0
H -13.932 -8.137 18.533 0.1 0.3 0.1
H -11.724 -11.707 18.496 0.1 -0.1 0.1
H -10.162 -14.799 23.727 0.1 0.1 0.2
H -13.478 -4.552 17.663 0.3 0.5 -0.5
H -18.842 -10.371 22.844 -0.1 0.3 -0.1
H -9.586 -6.610 15.461 0.2 -0.1 0.2
H -12.883 -12.981 23.610 0.8 0.2 -0.2
H -11.020 -10.767 22.248 0.0 -0.5 0.2
H -11.349 -7.461 19.497 -0.3 -0.9 -0.2
H -9.509 -7.568 13.111 0.0 -0.3 1.1
H -14.047 -14.560 24.919 -0.2 -0.2 0.4
H -12.790 -11.802 14.009 0.4 -0.2 -0.1
H -13.223 -6.914 21.246 -0.2 -0.4 -0.1
H -16.307 -7.869 20.339 0.1 0.3 0.1
H -13.960 -10.632 18.290 0.9 0.4 -0.2
H -6.390 -7.093 17.276 0.0 -0.1 0.0
H -11.009 -5.218 17.643 0.5 -0.1 0.6
H -11.304 -14.080 17.118 0.2 -0.8 1.3
H -14.201 -8.209 25.065 -0.2 -0.2 -0.3
H -13.405 -12.677 16.256 -1.0 0.1 0.4
H -7.812 -12.779 20.712 0.0 0.1 -0.3
H -14.535 -6.299 23.544 0.1 0.7 0.3
H -14.896 -8.743 16.799 -0.7 0.1 -0.1
```
Positions in Å, forces in eV/Å.

***

Question: The highest relative energy (zero: lowest compared OMol25 entry of this formula, charge and spin) belongs to which entry?
Answer: C56H70N14

***

Question: Look up the relative energy (zero: lowest compared OMol25 entry of this formula, charge and spin) of the second one.
Answer: 25.3 kcal per mole